{"formula": "C6H10N2O", "method": "wB97M-V/def2-TZVPD", "gap_ev": 9.191, "smiles": "CCN1N[C@@H]2C[C@@H]2C1=O", "lumo_ev": 0.9, "total_energy_ha": -419.21717, "homo_energy_ha": -0.3050, "total_charge": 0, "elements": ["H", "N", "C", "C", "H", "H", "H", "H", "H", "C", "H", "N", "H", "O", "C", "H", "H", "C", "C"], "xyz": [[1.183960, 1.094359, 0.256204], [0.852392, 0.230498, 0.655189], [0.072808, 0.826575, 1.701419], [0.518897, -1.107492, -1.242903], [-0.311072, -1.512392, -1.935184], [-2.015390, 1.695009, 1.641146], [-1.536043, 0.365884, 3.275567], [1.359337, 0.471562, -2.680728], [-1.049381, -1.056265, 2.204779], [-0.985745, 0.072191, 2.400659], [0.399626, 1.951124, 2.049315], [-0.106457, -0.212780, -0.175821], [0.762142, -2.135724, -0.857702], [-2.176416, 0.379554, -0.966629], [1.563839, -0.481251, -2.211102], [1.564430, -1.066673, -3.256895], [2.736855, -0.717545, -2.094615], [-1.481196, 0.284532, -0.019720], [-1.352586, 0.918833, 1.257020]], "atomic_forces_ev_per_a": [[1.02, 0.19, -0.67], [0.88, 1.49, 2.55], [0.18, 4.32, 2.25], [-2.77, -0.94, -1.21], [0.64, 1.41, 1.04], [0.24, 0.20, -1.05], [0.74, 0.12, 0.60], [-0.02, 0.70, 0.93], [0.41, 1.75, 0.41], [-0.01, -3.40, 0.24], [-0.23, -3.41, -0.35], [-0.89, -3.66, -4.14], [0.73, 1.39, 0.37], [-2.64, -0.46, -1.09], [2.58, -2.95, -2.68], [-0.72, 0.53, 2.16], [-2.61, 1.22, 0.84], [5.22, 0.41, -1.15], [-2.74, 1.09, 0.96]], "lowdin_charge": [0.12, 0.01, -0.24, -0.18, 0.12, 0.15, 0.10, 0.05, 0.15, -0.07, 0.20, -0.11, 0.11, 0.12, -0.13, 0.09, 0.10, -0.39, -0.20]}